# C18H29CaN4O7S2

A molecular structure, C18H29CaN4O7S2 (the ωB97M-V functional and the def2-TZVPD basis, the OMol25 dataset).

```
61
Properties=species:S:1:pos:R:3:forces:R:3:mulliken_charge:R:1
Ca 6.964 9.810 9.957 0.533 1.974 -1.474 1.50
C 5.696 8.742 12.597 0.342 0.493 0.007 -0.89
C 4.578 9.472 11.808 -0.338 -0.031 0.180 -0.55
O 5.035 10.556 10.994 0.731 -0.003 -0.215 -0.24
C 4.587 11.915 11.143 -1.275 -1.079 0.575 -1.02
C 5.386 12.699 12.141 0.320 0.948 -0.499 -0.40
O 6.707 12.836 11.572 -0.420 -0.155 0.761 -0.20
C 7.716 12.914 12.557 0.853 0.666 0.661 -0.36
C 8.968 12.322 11.957 0.891 0.654 0.006 -0.89
O 8.837 10.936 11.725 -0.207 -0.611 -0.434 -0.21
C 9.155 10.037 12.797 0.702 0.573 -0.370 -0.49
C 8.039 9.007 13.050 1.084 -0.420 0.872 -0.84
O 7.020 9.103 12.103 -1.019 -0.015 0.636 0.15
H 5.533 7.662 12.508 0.199 0.174 0.064 0.28
H 5.697 9.056 13.643 -0.194 -0.115 0.021 0.71
H 3.828 9.830 12.511 -0.054 0.080 0.103 0.55
H 4.110 8.748 11.143 0.010 0.149 -0.007 0.22
H 3.522 11.851 11.434 0.359 0.373 -0.077 0.44
H 4.654 12.348 10.150 0.066 0.129 -0.064 0.32
H 5.462 12.206 13.126 -0.209 0.142 -0.365 0.44
H 4.941 13.724 12.245 0.214 -0.868 0.148 0.34
H 7.406 12.377 13.483 0.260 0.218 -0.533 0.48
H 7.997 13.967 12.864 -0.695 -0.755 -0.346 0.28
H 9.868 12.566 12.580 -0.721 -0.367 -0.299 0.42
H 9.156 12.817 10.974 -0.194 -0.501 0.554 0.26
H 9.392 10.623 13.712 -0.177 -0.454 -0.500 0.38
H 10.055 9.485 12.482 -0.119 0.347 0.233 0.23
H 7.691 9.171 14.082 -0.337 -0.226 -0.389 0.47
H 8.525 8.007 13.003 -0.564 0.375 0.167 0.35
N 5.048 7.714 7.398 -0.227 -0.583 0.949 -0.28
C 5.752 8.641 6.737 0.796 1.069 -0.118 0.15
N 6.275 9.741 7.303 -0.519 -0.454 -1.141 -0.17
C 6.798 10.584 6.297 -0.594 -3.249 -2.012 -0.02
C 6.756 10.011 5.000 0.490 1.899 1.903 -0.55
S 6.055 8.453 5.017 -0.247 0.368 0.715 -0.19
C 7.327 11.873 6.614 1.064 2.556 -0.349 0.36
C 7.924 12.737 5.696 -0.578 -1.743 -0.094 -0.62
S 8.309 14.269 6.380 -0.544 -1.037 0.758 -0.20
C 7.679 13.657 7.909 -0.363 -1.463 -0.221 0.42
N 7.201 12.383 7.912 1.085 2.270 -0.386 -0.09
N 7.675 14.476 8.991 0.238 0.436 1.184 -0.35
H 5.205 7.681 8.434 -0.334 -0.101 -1.059 0.16
H 4.676 6.902 6.905 0.328 0.574 0.387 0.24
H 7.087 10.505 4.085 -0.204 -0.385 0.348 0.33
H 8.139 12.463 4.647 -0.130 0.523 0.855 0.32
H 8.216 15.367 9.009 -0.836 -1.446 -0.115 0.25
H 7.366 14.062 9.891 0.279 0.507 -0.951 0.12
C 9.305 6.418 10.217 1.009 -0.084 0.035 -1.58
C 8.163 6.951 9.344 0.188 -1.009 1.121 1.91
C 8.068 6.168 8.076 -0.135 -0.950 -1.455 -1.52
O 8.465 8.335 9.008 0.843 -0.169 0.285 -0.50
C 6.805 6.853 10.164 0.742 -0.161 1.297 0.07
O 6.667 5.911 10.972 -0.172 2.105 -1.962 -0.68
O 6.030 7.896 9.977 -0.057 -2.235 0.005 -0.57
H 10.286 6.391 9.651 -1.009 0.219 0.450 0.47
H 9.133 5.392 10.555 -0.222 0.251 -0.195 0.37
H 9.443 7.022 11.135 -0.080 -0.133 -0.484 0.24
H 8.966 6.336 7.446 -0.330 -0.140 0.433 0.37
H 7.209 6.485 7.452 0.395 -0.204 0.446 0.20
H 7.988 5.068 8.267 0.000 0.937 -0.048 0.37
H 9.439 8.356 8.872 -0.918 0.132 0.003 0.29
```
Positions in Å, forces in eV/Å.

Properties
HOMO level (eV): -9.689
Energy (eV): -79536.044
Charge: +1
ΔE to the lowest compared entry with this formula, charge and spin (eV): 0.7881
Orbital gap (eV): 7.67